ORCA calculation (ωB97M-V with the def2-TZVPD basis set) on 9 unconnected molecules or ions with the total composition C51H127F4N6O13P2S4 at a distorted geometry.

Properties
Electronic energy (eV): -163268.1921
HOMO (eV): -14.8808
Charge: +3

Element x y z (Å)
C  -0.0839  -1.1498  -1.7200
C  1.0095  -0.1674  -1.3552
C  0.4280  1.1344  -0.8184
O  1.9355  -0.7767  -0.5125
H  0.2605  -1.9673  -2.3651
H  -0.8316  -0.7597  -2.4339
H  -0.6916  -1.5426  -0.9033
H  1.5220  0.1580  -2.2847
H  -0.4751  1.4690  -1.3307
H  1.1952  1.9084  -0.7506
H  0.1436  0.9983  0.2345
C  -0.1596  -2.4102  2.1518
C  1.3023  -2.5471  2.5702
C  1.3956  -3.6760  3.5827
O  2.7707  -3.7203  3.9600
C  3.0953  -4.9644  4.5849
N  2.2849  -2.8117  1.4521
H  2.5327  -3.7804  1.2240
H  2.0446  -2.2846  0.5937
H  3.1393  -2.4080  1.8332
H  -0.5487  -3.2268  1.5518
H  -0.2243  -1.5911  1.4255
H  -0.8215  -2.2932  3.0055
H  1.6479  -1.6196  3.0231
H  1.0328  -4.6398  3.2156
H  0.7495  -3.4818  4.4469
H  2.3508  -5.2714  5.3188
H  4.0061  -4.8156  5.1736
H  3.3897  -5.6981  3.8334
C  1.3043  -4.3717  -3.9360
C  2.6427  -3.6176  -3.8636
C  2.4990  -2.2381  -4.4624
O  3.7586  -1.6614  -4.7042
C  3.6400  -0.3584  -5.2472
N  3.0214  -3.4794  -2.4113
H  2.5732  -4.1520  -1.7530
H  4.0268  -3.4026  -2.2545
H  2.7125  -2.5676  -2.0181
H  1.0808  -4.6148  -4.9719
H  0.5803  -3.6786  -3.5063
H  1.3626  -5.3205  -3.4037
H  3.4599  -4.1571  -4.3395
H  1.9191  -1.5832  -3.7884
H  1.8802  -2.2890  -5.3655
H  3.1639  -0.3298  -6.2262
H  4.6297  0.0944  -5.3035
H  3.1250  0.2829  -4.5174
C  4.6757  1.5609  -1.2105
C  5.7098  0.4703  -1.0093
C  6.9548  0.9111  -0.2769
O  7.6663  -0.2218  0.1313
C  8.7368  0.0985  1.0446
N  5.1051  -0.7075  -0.2383
H  5.6000  -1.5779  -0.4183
H  5.1615  -0.4647  0.7495
H  4.1303  -0.7971  -0.5721
H  5.0347  2.5449  -1.5144
H  3.9707  1.7285  -0.3949
H  4.0807  1.2659  -2.0814
H  5.9478  0.0363  -1.9812
H  6.6597  1.5329  0.5791
H  7.4908  1.5459  -0.9929
H  9.0227  -0.7476  1.6603
H  8.5023  0.9506  1.6846
H  9.5586  0.3731  0.3783
C  -0.1594  3.6992  -3.8835
C  1.3301  4.0261  -3.8182
C  2.1570  3.5192  -4.9974
O  3.4860  3.9113  -4.8767
C  4.2887  3.4650  -5.9405
N  1.4433  5.5400  -3.7195
H  0.9506  5.8853  -2.8742
H  2.4372  5.7700  -3.6790
H  0.9792  6.0812  -4.4538
H  -0.6568  4.0353  -2.9729
H  -0.2509  2.6122  -3.8178
H  -0.5818  4.1018  -4.8009
H  1.8129  3.6431  -2.9197
H  1.6520  3.7864  -5.9346
H  2.0716  2.4248  -4.9210
H  5.3008  3.8628  -5.8502
H  3.9521  3.8856  -6.8939
H  4.4176  2.3822  -6.0317
C  1.6176  -1.8397  7.5915
C  0.9897  -0.4616  7.5521
C  1.4373  0.4438  6.4077
C  0.7201  1.8068  6.4777
P  0.6714  2.7651  4.9451
C  0.1839  1.6586  3.6000
C  -1.1449  0.9042  3.7936
C  -2.4473  1.5284  3.2862
C  -2.4327  1.6505  1.7649
C  -0.6250  4.0610  5.1361
C  -1.2597  4.6800  3.8569
C  -2.7637  4.9768  3.8964
C  -3.1685  6.3534  4.4717
C  2.3157  3.4067  4.6077
C  2.3227  4.1974  3.2897
C  3.7061  4.8565  3.0666
C  3.9582  5.0404  1.5682
H  1.4382  -2.4899  8.4432
H  2.7045  -1.6883  7.6001
H  1.4867  -2.4195  6.6725
H  1.2864  0.0858  8.4584
H  -0.0933  -0.3917  7.6999
H  1.2633  -0.0021  5.4197
H  2.5213  0.5907  6.4267
H  1.2075  2.3577  7.2817
H  -0.3291  1.5442  6.6384
H  0.9997  0.9463  3.4225
H  0.2762  2.1719  2.6345
H  -1.1936  0.6874  4.8654
H  -1.0353  -0.0604  3.2920
H  -2.5479  2.5348  3.6855
H  -3.2890  0.9037  3.5767
H  -2.5202  0.6455  1.3381
H  -1.5960  2.1578  1.2847
H  -3.3088  2.2160  1.4366
H  -0.2694  4.8830  5.7611
H  -1.3869  3.5852  5.7638
H  -1.0294  4.1617  2.9247
H  -0.7798  5.6548  3.7215
H  -3.2735  4.2422  4.5284
H  -3.0997  4.9683  2.8603
H  -4.2531  6.4220  4.5448
H  -2.9132  7.0615  3.6798
H  -2.7210  6.5931  5.4331
H  3.1450  2.7060  4.5582
H  2.4160  4.1786  5.3785
H  1.6097  5.0239  3.2694
H  2.1657  3.5943  2.3930
H  4.4429  4.1781  3.5162
H  3.8460  5.7540  3.6701
H  4.8876  5.5782  1.3668
H  3.1898  5.6345  1.0729
H  4.0328  4.0975  1.0205
C  -2.5565  -3.5343  -5.8492
C  -2.7277  -4.3938  -4.5871
C  -3.7161  -3.8150  -3.5555
C  -3.3092  -2.4167  -3.0496
P  -4.4615  -1.8671  -1.7315
C  -6.2363  -1.6260  -2.2296
C  -7.0041  -2.8745  -2.6027
C  -8.5269  -2.6851  -2.5294
C  -9.3080  -3.9851  -2.8838
C  -4.3746  -3.0634  -0.3432
C  -3.1530  -3.1249  0.5781
C  -3.2620  -4.3474  1.4912
C  -4.4163  -4.2872  2.5059
C  -3.9672  -0.2867  -0.9586
C  -4.6274  0.9907  -1.4470
C  -4.2701  1.4125  -2.8806
C  -3.6659  2.8246  -2.9280
H  -3.0615  -4.0439  -6.6697
H  -1.5272  -3.2741  -6.0794
H  -3.1244  -2.6009  -5.7942
H  -1.7895  -4.5775  -4.0427
H  -2.9298  -5.4342  -4.8468
H  -3.7199  -4.5138  -2.7120
H  -4.7182  -3.9297  -3.9751
H  -3.3868  -1.7435  -3.9019
H  -2.3189  -2.5919  -2.6306
H  -6.2066  -0.9375  -3.0813
H  -6.6606  -1.0313  -1.4172
H  -6.7450  -3.6995  -1.9250
H  -6.7063  -3.2500  -3.5837
H  -8.7495  -1.9062  -3.2622
H  -8.7659  -2.3763  -1.5100
H  -8.7034  -4.3769  -3.7046
H  -10.2728  -3.7186  -3.3028
H  -9.3617  -4.6300  -2.0147
H  -4.7408  -4.0455  -0.6489
H  -5.2193  -2.6785  0.2475
H  -3.2040  -2.3024  1.2990
H  -2.2378  -3.0757  -0.0122
H  -2.3655  -4.5902  2.0628
H  -3.4263  -5.2796  0.9381
H  -4.2177  -5.0069  3.3032
H  -5.4098  -4.4515  2.1009
H  -4.3180  -3.3717  3.1036
H  -2.8996  -0.0491  -0.9055
H  -4.1652  -0.4396  0.1097
H  -4.3605  1.7880  -0.7443
H  -5.7073  1.0516  -1.2706
H  -5.1665  1.3614  -3.4976
H  -3.5228  0.7294  -3.2973
H  -4.4244  3.6007  -3.0038
H  -2.9723  2.9733  -3.7619
H  -2.9944  3.0724  -2.0997
N  -0.0599  6.2743  -1.3734
S  0.0626  5.3404  -0.0637
O  -0.9813  4.3867  0.2095
O  0.5519  5.9605  1.1194
F  1.3134  4.4446  -0.5652
S  -1.5254  6.7738  -1.3164
O  -1.9345  7.5154  -0.1582
O  -2.4283  5.8129  -1.8708
F  -1.3605  7.8983  -2.4318
N  2.1032  -5.2820  -0.4843
S  2.6346  -6.6690  0.0168
O  2.3729  -7.7887  -0.8444
O  2.5412  -6.9032  1.4293
F  4.2105  -6.4067  -0.1732
S  0.4831  -5.3930  -0.1871
O  0.0568  -5.4641  1.1844
O  -0.3346  -6.0998  -1.1153
F  0.1979  -3.8595  -0.5827